Entry 1:
Formula: C31H34N11Rh
Source: OMol25
Level of theory: the ωB97M-V functional and the def2-TZVPD basis

Summary:
- 2S+1 = 5
- <S²> = 6.06
- E_tot (a.u.) = -1914.15653
- highest occupied orbital energy (alpha / beta) (eV) = -13.22 / -13.94
- orbital gap (alpha / beta) (eV) = 7.91 / 6.66
- total charge = +2
- E_LUMO (alpha / beta) (eV) = -5.31 / -7.28
- ΔE to the lowest compared entry with this formula, charge and spin (kcal/mol) = 0.0
- F_max (eV/A) = 0.41

Geometry as XYZ:
```
77
Properties=species:S:1:pos:R:3:forces:R:3:mulliken_charge:R:1
Rh 0.0575 -0.1713 -0.4541 0.07 -0.24 0.19 -0.17
C 1.4344 -3.0035 -0.1754 0.08 -0.18 0.09 -1.24
N 1.9127 -1.6751 -0.5876 -0.03 0.03 0.00 1.85
C 2.4473 -1.7634 -1.9644 0.08 -0.11 -0.18 -1.42
C 2.9841 -1.1636 0.2359 0.01 0.19 0.09 0.33
C 4.0230 -1.9596 0.6740 0.01 -0.03 -0.06 -0.49
C 5.1461 -1.3906 1.2670 0.02 -0.02 0.00 -0.93
C 5.2645 -0.0069 1.3532 0.01 0.02 -0.01 -0.89
C 4.2191 0.8003 0.9623 -0.07 0.00 -0.06 -0.89
C 3.0093 0.2354 0.4945 0.15 -0.07 0.01 -0.14
N 1.8546 0.9211 0.2693 0.12 -0.01 0.10 0.63
C 1.5555 2.1303 0.8448 -0.03 0.37 0.05 0.79
C 2.1886 2.7007 1.9720 -0.01 -0.15 -0.10 -0.97
C 1.7840 3.9219 2.4672 -0.01 0.03 0.05 -1.14
C 0.7362 4.6133 1.8695 0.01 -0.02 -0.01 -1.03
C 0.0490 4.0386 0.8075 -0.08 0.00 0.04 -0.40
C 0.4264 2.8035 0.3218 0.20 -0.17 0.00 -0.13
N -0.2599 2.1699 -0.7813 -0.16 0.04 -0.01 1.64
C -1.7268 2.2564 -0.6624 -0.14 0.24 -0.05 -1.43
C 0.1678 2.8197 -2.0349 0.04 0.07 -0.07 -1.74
H 2.2009 -3.7728 -0.3050 -0.01 0.04 0.00 0.49
H 0.5839 -3.2821 -0.7920 -0.02 0.04 -0.02 0.15
H 1.1293 -2.9869 0.8693 0.00 0.02 -0.02 0.36
H 3.2568 -2.4985 -2.0129 0.01 0.03 0.05 0.41
H 2.8436 -0.7980 -2.2739 -0.05 0.02 0.03 0.33
H 1.6638 -2.0724 -2.6499 -0.08 0.00 0.03 0.36
H 3.9961 -3.0296 0.5170 0.00 0.02 0.02 0.43
H 5.9527 -2.0288 1.6016 0.00 0.01 -0.01 0.46
H 6.1801 0.4388 1.7174 0.00 -0.01 -0.01 0.45
H 4.3306 1.8749 0.9700 0.01 -0.03 0.06 0.83
H 2.9658 2.1536 2.4837 0.00 0.05 0.02 0.72
H 2.2824 4.3357 3.3336 0.00 0.01 -0.02 0.46
H 0.4448 5.5881 2.2354 -0.02 -0.02 0.02 0.46
H -0.7865 4.5675 0.3662 0.01 -0.03 0.00 0.46
H -2.1023 3.2528 -0.9155 0.03 -0.01 -0.02 0.50
H -2.0368 2.0255 0.3528 0.09 0.04 -0.06 0.67
H -2.1835 1.5457 -1.3553 0.03 0.01 -0.02 0.17
H -0.0426 3.8927 -1.9975 -0.02 -0.01 0.05 0.35
H -0.3777 2.3986 -2.8749 0.01 -0.02 0.02 0.57
H 1.2398 2.6879 -2.1733 -0.02 -0.03 -0.02 0.36
N -1.6138 -2.8551 1.2991 0.08 0.18 0.00 -0.07
C -2.0843 -2.7612 0.0532 -0.06 0.06 -0.21 0.11
N -3.0023 -3.6417 -0.3065 -0.11 -0.18 0.08 -0.80
C -3.3995 -3.6014 -1.5767 0.12 0.16 0.23 0.26
N -4.3269 -4.4598 -1.9780 -0.06 0.02 -0.03 -0.31
N -2.8917 -2.7460 -2.4931 -0.01 0.07 -0.25 -0.70
C -1.9960 -1.9046 -2.0485 -0.21 -0.22 0.24 0.35
N -1.5660 -1.8037 -0.7759 0.08 -0.04 -0.13 1.12
C -1.3520 -1.0455 -3.0761 0.07 0.12 -0.28 -0.09
C -1.8484 -1.0259 -4.3737 0.03 -0.05 0.09 -0.77
C -1.1457 -0.3427 -5.3508 0.05 0.03 0.03 -0.71
C 0.0419 0.2809 -5.0007 -0.02 -0.03 -0.02 -1.03
C 0.4491 0.2351 -3.6795 0.07 -0.02 -0.05 -1.06
N -0.2373 -0.3919 -2.7225 -0.12 0.00 -0.12 1.16
H -2.0754 -3.4879 1.9298 0.01 -0.02 0.01 0.27
H -0.9814 -2.1538 1.6426 -0.05 0.10 0.12 -0.03
H -4.7205 -5.1080 -1.3182 -0.01 -0.02 0.00 0.27
H -4.6525 -4.4416 -2.9284 0.02 -0.01 -0.01 0.25
H -2.7554 -1.5677 -4.5925 0.00 0.00 -0.01 0.60
H -1.5055 -0.3171 -6.3704 0.00 0.01 0.00 0.46
H 0.6462 0.7965 -5.7338 0.00 0.00 0.01 0.49
H 1.3686 0.7168 -3.3756 -0.01 0.00 0.02 0.68
N -0.1044 0.4355 4.0125 0.06 0.06 0.10 0.03
C 0.4611 -0.0048 2.8749 -0.03 -0.11 -0.03 -1.34
N -0.3901 -0.0773 1.8752 -0.13 0.03 0.00 1.00
C -1.6167 0.3454 2.4052 0.07 -0.02 0.32 0.59
C -2.8863 0.4135 1.8290 0.03 -0.09 0.02 -0.24
C -3.9310 0.8305 2.6266 -0.02 -0.04 -0.09 -1.10
C -3.7347 1.1756 3.9722 0.02 0.03 0.08 -0.67
C -2.4903 1.1064 4.5613 0.05 0.06 0.08 -1.11
C -1.4402 0.6804 3.7549 -0.19 -0.13 -0.34 0.50
H 0.3588 0.5488 4.8994 0.05 -0.02 -0.02 0.27
H 1.5007 -0.2909 2.8214 0.03 0.06 -0.02 0.56
H -3.0404 0.1452 0.7919 -0.06 -0.10 0.03 0.43
H -4.9289 0.8856 2.2126 0.01 0.01 0.00 0.47
H -4.5828 1.4920 4.5638 0.01 0.01 -0.01 0.43
H -2.3410 1.3706 5.5998 -0.02 -0.03 0.00 0.47
```
Forces are in eV/Å.

=====

Entry 2:
Formula: C31H34N4P2SSeV
Source: OMol25
Level of theory: the ωB97M-V functional and the def2-TZVPD basis

Summary:
- 2S+1 = 3
- <S²> = 2.03
- E_tot (a.u.) = -5846.98829
- highest occupied orbital energy (alpha / beta) (eV) = -10.17 / -10.48
- orbital gap (alpha / beta) (eV) = 7.36 / 7.62
- total charge = +1
- E_LUMO (alpha / beta) (eV) = -2.81 / -2.86
- ΔE to the lowest compared entry with this formula, charge and spin (kcal/mol) = 0.2
- F_max (eV/A) = 0.16

Geometry as XYZ:
```
74
Properties=species:S:1:pos:R:3:forces:R:3:mulliken_charge:R:1
V -0.4229 0.3790 -0.1006 0.10 -0.11 0.06 -0.78
C 2.2275 -2.1129 0.4279 0.01 0.00 -0.01 -1.70
P 1.6885 -0.7950 -0.7008 -0.04 0.03 0.01 1.61
C 1.7472 -1.5999 -2.3329 -0.02 -0.02 0.01 -1.31
C 3.0900 0.3774 -0.7358 0.00 0.01 -0.01 0.67
C 4.4159 -0.0211 -0.5840 0.00 0.01 0.01 -1.04
C 5.4357 0.9171 -0.6041 0.00 0.00 -0.01 -0.83
C 5.1417 2.2621 -0.7858 0.00 0.00 0.00 -0.87
C 3.8269 2.6680 -0.9501 0.01 -0.01 0.00 -1.02
C 2.7960 1.7328 -0.9210 0.00 -0.01 0.01 0.24
P 1.0448 2.1843 -1.1518 -0.02 0.02 0.01 1.81
C 0.9714 2.4992 -2.9475 0.02 0.00 0.00 -1.52
C 0.8386 3.8515 -0.4621 0.00 0.00 0.01 -1.51
H 3.1184 -2.6163 0.0531 0.00 0.00 0.00 0.66
H 1.4216 -2.8418 0.5139 0.00 0.00 0.00 0.37
H 2.4334 -1.6934 1.4121 0.00 0.00 0.00 0.34
H 2.7541 -1.9532 -2.5562 0.01 0.01 0.00 0.50
H 1.4228 -0.9037 -3.1058 0.01 0.01 0.00 0.19
H 1.0601 -2.4467 -2.3216 0.01 0.00 -0.01 0.40
H 4.6619 -1.0653 -0.4383 0.00 0.00 0.00 0.37
H 6.4617 0.5995 -0.4742 0.00 0.00 0.00 0.43
H 5.9376 2.9947 -0.7986 0.00 0.00 0.00 0.44
H 3.6092 3.7192 -1.0926 0.00 0.00 0.00 0.37
H 1.7508 3.2111 -3.2217 0.00 0.00 0.00 0.48
H -0.0016 2.9089 -3.2182 -0.01 0.00 0.01 0.52
H 1.1256 1.5724 -3.4990 0.00 0.00 -0.01 0.31
H 1.5196 4.5663 -0.9237 0.00 0.00 0.00 0.58
H 0.9773 3.8472 0.6185 0.00 0.00 0.00 0.30
H -0.1883 4.1638 -0.6564 0.00 -0.01 -0.01 0.41
C -2.0107 -3.7368 -0.7523 0.00 0.01 0.00 -1.09
C -2.1865 -4.1401 0.5656 0.00 -0.02 -0.01 -1.21
C -1.7702 -3.3138 1.5941 0.01 0.01 -0.01 -0.76
C -1.1873 -2.0761 1.3097 -0.03 0.03 0.00 0.87
C -1.0540 -1.6171 -0.0152 -0.03 -0.01 -0.01 0.96
C -1.4589 -2.4933 -1.0264 0.01 -0.02 0.03 0.14
C -0.6188 -1.2252 2.3799 -0.01 -0.09 -0.04 0.97
C -0.7826 -1.5189 3.7551 -0.01 0.06 0.02 -1.63
C -0.2121 -0.7105 4.6869 0.01 0.00 0.01 -1.17
C 0.5744 0.3901 4.2783 -0.01 -0.01 0.00 0.92
C 1.2198 1.2497 5.1956 0.01 0.01 0.00 -0.88
C 1.9907 2.2846 4.7506 -0.01 -0.01 -0.01 -0.83
C 2.1548 2.4899 3.3654 -0.01 -0.01 0.00 -0.96
C 1.5318 1.6769 2.4614 0.01 0.02 -0.01 0.18
C 0.7127 0.6167 2.8950 -0.01 -0.01 0.01 -0.78
N 0.0823 -0.1782 1.9715 0.03 0.04 -0.06 1.58
H -2.3041 -4.3933 -1.5627 0.00 -0.01 0.00 0.49
H -2.6249 -5.1035 0.7896 0.00 0.00 0.00 0.41
H -1.8843 -3.6576 2.6131 0.01 0.00 0.00 0.43
H -1.3315 -2.1994 -2.0624 0.00 0.00 0.00 0.60
H -1.3787 -2.3646 4.0589 0.00 0.00 0.00 0.45
H -0.3458 -0.9032 5.7445 0.00 0.00 0.00 0.45
H 1.0921 1.0686 6.2555 0.00 0.00 0.00 0.43
H 2.4809 2.9437 5.4537 0.00 0.00 0.00 0.41
H 2.7813 3.3003 3.0153 0.00 0.00 0.00 0.49
H 1.6750 1.8233 1.4012 0.00 -0.02 0.01 0.38
C -4.0881 0.2388 -0.0356 -0.02 -0.01 0.03 -0.97
N -4.1189 -0.4945 -1.2924 0.00 0.02 0.01 0.42
C -5.0800 -1.4209 -1.6333 -0.01 -0.01 0.00 -0.50
C -4.7759 -1.8756 -2.8658 0.01 0.00 -0.01 -0.48
N -3.6258 -1.2251 -3.2596 0.05 0.03 0.00 0.37
C -2.9430 -1.4049 -4.5316 -0.01 -0.01 0.00 -0.77
C -3.2211 -0.3881 -2.2854 -0.05 -0.03 0.00 -0.47
Se -1.7096 0.7065 -2.3914 0.01 0.00 -0.01 -0.21
H -5.1105 0.4029 0.2962 0.00 0.00 -0.02 0.41
H -3.5917 1.1918 -0.1912 0.00 0.01 0.00 0.34
H -3.5454 -0.3315 0.7180 0.02 0.01 -0.01 0.23
H -5.8926 -1.6644 -0.9731 0.00 0.00 0.00 0.51
H -5.2725 -2.5899 -3.4970 0.00 0.00 0.00 0.47
H -3.4276 -2.2151 -5.0692 0.00 0.00 0.00 0.30
H -1.8974 -1.6499 -4.3548 0.00 0.00 -0.01 0.28
H -2.9948 -0.4908 -5.1190 0.00 0.00 0.00 0.34
S -1.7942 3.9753 2.5560 0.02 0.02 0.00 -0.34
C -1.5520 2.7609 1.5535 -0.06 -0.07 0.03 0.48
N -1.3704 1.8570 0.8112 -0.01 0.13 -0.01 -0.69
```
Forces are in eV/Å.